Entry 1:
35
Properties=species:S:1:pos:R:3 method="wB97M-V/def2-TZVPD" total_charge=+2 homo_ev="-15.480 / -15.328" e_lumo_ev="-9.215 / -11.023"
C -1.76 -0.51 -2.76
H -0.37 5.07 -0.11
H 0.22 -3.55 2.12
H 0.17 3.62 -2.46
H -3.58 -1.70 -2.50
H -2.88 -1.57 0.15
N -1.26 -0.43 -0.58
B 0.39 0.79 -2.05
C 0.06 0.69 4.75
H 0.65 1.07 -3.18
H 3.94 -2.16 -0.99
C -0.56 -2.90 2.44
H -0.08 -2.10 3.05
C -0.23 4.02 -0.25
H 2.56 -1.60 1.32
H 2.64 -0.68 -2.93
C 2.37 -1.29 0.30
H -1.35 -3.32 3.03
H -1.61 -0.29 -3.80
Se 0.07 0.37 6.52
H -1.00 -2.42 1.57
C 0.04 3.32 -1.42
N -0.06 1.86 0.24
Zn -0.10 0.14 1.26
N -0.89 -0.04 -1.86
C -2.71 -1.23 -2.08
N 1.35 -0.47 0.00
C 3.07 -1.56 -0.89
N 1.42 -0.17 -1.36
C 2.43 -0.85 -1.89
C -0.31 3.06 0.78
H -0.55 3.10 1.83
N 0.11 0.87 3.57
N 0.17 2.03 -1.12
C -2.37 -1.17 -0.72

Entry 2:
29
Properties=species:S:1:pos:R:3 method="wB97M-V/def2-TZVPD" homo_ev=-6.498 e_lumo_ev=0.041
C 3.96 0.59 -0.91
H -1.14 -0.98 2.10
S -2.40 1.95 0.84
C -4.51 0.61 -0.21
C 4.99 1.35 0.00
H 4.39 2.05 0.53
C -3.31 -1.83 -0.01
H 3.36 1.42 -1.46
C -2.63 -0.72 0.50
O 0.82 -0.07 1.12
H -6.20 -0.37 -1.01
C 1.89 0.63 0.52
H 2.41 -0.90 -0.90
F -0.26 -0.31 -0.88
H 4.56 -0.03 -1.59
C 2.96 -0.27 -0.19
C -0.25 -0.39 0.46
H 1.50 1.31 -0.14
H -4.96 -2.63 -0.92
H 3.51 -1.01 0.50
C -4.63 -1.77 -0.52
H -2.74 -2.79 -0.04
H 5.74 1.81 -0.61
H -5.06 1.51 -0.19
H 5.42 0.64 0.67
C -5.17 -0.50 -0.63
C -3.24 0.60 0.41
H 2.38 0.99 1.50
N -1.35 -0.89 1.05

Entry 3:
27
Properties=species:S:1:pos:R:3 method="wB97M-V/def2-TZVPD" homo_ev="-7.085 / -7.791" e_lumo_ev="-0.985 / -0.425"
H 1.40 0.49 2.09
I 0.46 -3.15 -2.88
H -1.33 -3.54 0.90
C 1.33 -0.21 1.24
H -0.78 1.55 1.50
P -0.67 -1.89 -1.19
H 2.27 -0.71 1.08
H 1.47 -2.83 0.01
H -2.03 4.44 -1.37
C 0.32 2.14 -1.64
C -1.43 3.64 -1.08
C -0.36 -3.79 0.78
H -2.49 3.15 0.75
C 0.34 -2.46 0.30
C 0.31 1.57 -0.36
C 1.23 0.58 0.01
H -0.83 -1.17 1.30
C -0.70 2.01 0.51
C -1.62 3.02 0.17
H 1.95 0.23 -0.75
H 1.01 1.73 -2.42
H 0.02 -3.93 1.87
C -0.40 3.25 -1.92
C 0.29 -1.41 1.33
H -0.16 3.77 -2.82
H 0.51 -1.82 2.34
H -0.11 -4.65 0.22